(1)
Here is C56H49MgN6OP2S as an isolated structure at a distorted geometry from OMol25. Energies are from ωB97M-V with the def2-TZVPD basis set.

Properties
HOMO-LUMO gap = 0.26004 Ha
highest occupied orbital energy = -9.812 eV
spin multiplicity = 1
energy above the lowest of the compared OMol25 structures with the same formula, charge and spin = 0.321 eV
net charge = +1

Each line ends with the Löwdin charge.
CARTESIAN COORDINATES (ANGSTROEM)
Mg 1.2162 0.7169 -0.9142  0.54
C 5.4511 0.9748 -0.5015  -0.03
C 4.0213 1.3700 -0.6563  -0.21
N 3.2015 0.5515 -1.3040  -0.06
N 3.6614 -0.4538 -2.0549  0.08
C 2.6011 -1.0861 -2.6127  -0.43
O 1.3707 -0.7603 -2.4069  -0.16
C 2.9056 -2.0398 -3.6764  -0.15
C 1.9715 -2.0834 -4.7468  -0.02
C 2.2725 -2.8529 -5.8648  -0.07
C 3.4670 -3.6212 -5.9061  -0.07
C 4.3555 -3.5839 -4.8493  -0.07
C 4.1111 -2.7428 -3.7407  -0.01
C 3.4344 2.7029 -0.2342  -0.22
C 4.1332 3.7538 0.2987  -0.01
C 3.5305 4.9778 0.6330  -0.02
C 2.1861 5.0826 0.3918  -0.04
C 1.5670 3.9992 -0.1892  -0.12
N 2.1064 2.7952 -0.3947  0.06
H 5.9129 0.8590 -1.4571  0.07
H 5.6182 -0.0211 0.0307  0.11
H 6.1214 1.7073 0.0110  0.08
H 1.0218 -1.5190 -4.7367  0.11
H 1.5271 -2.8582 -6.6491  0.10
H 3.5819 -4.2458 -6.7889  0.10
H 5.1953 -4.2494 -4.8135  0.10
H 4.9054 -2.6650 -3.0329  0.10
H 5.1318 3.5895 0.5808  0.09
H 4.1399 5.6306 1.2171  0.11
H 1.5944 5.9388 0.6227  0.11
H 0.5267 4.0957 -0.4486  0.11
C -1.6168 -1.7743 1.4164  -0.26
N -1.3117 -0.7614 2.3771  -0.21
C 0.0382 -0.6645 2.7912  -0.32
P 0.9224 0.7542 1.9867  1.06
C 0.1884 2.1296 2.9101  -0.37
C 0.3433 2.3524 4.2801  -0.08
C -0.2923 3.4242 4.9437  -0.05
C -1.3898 3.9902 4.3184  -0.07
C -1.6333 3.7007 2.9668  -0.07
C -0.8665 2.7939 2.2602  -0.11
C 2.6039 0.6458 2.5775  -0.37
C 3.4858 1.6896 2.9070  -0.10
C 4.8194 1.4776 3.1433  -0.09
C 5.3458 0.1807 3.1958  -0.07
C 4.4856 -0.8501 2.8645  -0.08
C 3.1219 -0.6843 2.5643  -0.09
C -2.3468 -0.0336 3.0243  -0.22
C -3.5166 0.3601 2.3322  -0.04
C -4.4763 1.0671 3.0024  -0.10
C -4.3855 1.4875 4.3247  -0.06
C -3.2529 1.0133 5.0174  -0.05
C -2.2177 0.2739 4.3777  -0.02
P -0.4893 -1.8144 -0.1906  1.11
C 0.7991 -3.0901 -0.0006  -0.38
C 2.1205 -2.6970 0.0437  -0.14
C 3.1991 -3.5752 0.3523  -0.07
C 2.8938 -4.8914 0.7040  -0.06
C 1.5300 -5.2959 0.5871  -0.06
C 0.5266 -4.4336 0.2213  -0.09
C -1.7004 -2.6059 -1.3177  -0.34
C -1.5830 -2.2312 -2.6484  -0.12
C -2.4572 -2.7146 -3.5949  -0.07
C -3.4514 -3.6189 -3.1749  -0.07
C -3.7206 -3.8249 -1.8311  -0.08
C -2.8669 -3.2945 -0.8900  -0.08
H -2.6098 -1.5315 1.1652  0.04
H -1.5621 -2.7298 1.9401  0.10
H 0.5361 -1.6189 2.5717  0.08
H 0.1702 -0.6223 3.9202  0.12
H 0.9861 1.7525 4.8466  0.09
H -0.0023 3.7766 5.9253  0.11
H -2.0441 4.7134 4.7818  0.11
H -2.4066 4.3327 2.5475  0.11
H -1.0645 2.6088 1.1921  0.08
H 3.0385 2.7171 2.9301  0.12
H 5.5566 2.2477 3.2740  0.10
H 6.4472 0.1295 3.2443  0.12
H 4.8003 -1.8752 2.8010  0.10
H 2.5289 -1.5847 2.4857  0.08
H -3.6136 0.1124 1.2598  0.11
H -5.3147 1.2954 2.3726  0.10
H -5.0795 2.0685 4.8045  0.07
H -3.1938 1.2226 6.0476  0.09
H -1.3621 -0.0087 4.9868  0.10
H 2.4423 -1.5981 -0.0913  0.09
H 4.2668 -3.1394 0.2761  0.14
H 3.6340 -5.6443 0.8677  0.10
H 1.3510 -6.3531 0.7552  0.11
H -0.4906 -4.7593 0.2345  0.10
H -0.8535 -1.4972 -2.9847  0.08
H -2.3033 -2.5214 -4.6605  0.11
H -4.1190 -4.1199 -3.8822  0.11
H -4.5444 -4.3355 -1.4845  0.08
H -3.2035 -3.3973 0.1081  0.09
S -4.5326 2.2038 -3.8170  1.06
C -3.0216 1.8392 -3.0209  -0.51
C -2.8691 1.6770 -1.6394  -0.03
C -1.5949 1.3969 -1.1749  -0.13
N -0.4552 1.4590 -1.9325  0.00
C -0.6487 1.6860 -3.2389  -0.09
C -1.9014 1.8909 -3.8507  -0.06
C -5.6690 1.4607 -2.6396  -0.53
C -6.4581 2.2639 -1.8790  -0.10
C -7.2526 1.6468 -0.9679  -0.17
N -7.3753 0.3494 -0.7566  0.08
C -6.6548 -0.4087 -1.5858  -0.11
C -5.6878 0.1066 -2.4583  -0.07
H -3.7634 1.7141 -1.0102  0.12
H -1.4315 1.1897 -0.1253  0.06
H 0.2421 1.7549 -3.8613  0.13
H -1.9528 2.1734 -4.8781  0.10
H -6.5219 3.3494 -2.0580  0.13
H -8.0582 2.2557 -0.5150  0.12
H -6.9162 -1.4643 -1.4984  0.12
H -5.1573 -0.6338 -2.9755  0.09

***

(2)
Here is a 4-piece molecular cluster, C56H51N2O8 overall at a distorted geometry from OMol25. Energies are from ωB97M-V with the def2-TZVPD basis set.

Properties
HOMO-LUMO gap = 0.17405 Ha
highest occupied orbital energy = -4.484 eV
spin multiplicity = 1
net charge = -1

Each line ends with the Löwdin charge.
CARTESIAN COORDINATES (ANGSTROEM)
C 3.5336 1.0725 0.3139  -0.14
C 4.0479 -0.4112 0.8337  -0.26
C 3.4039 -1.6737 0.0031  -0.22
C 3.8636 -1.7439 -1.5848  -0.21
C 2.4691 -1.7734 -2.4733  -0.23
C 1.7126 -0.2828 -2.5327  -0.22
C 0.3391 -0.5141 -3.3965  -0.22
C -0.7080 0.7464 -3.3951  -0.22
C -0.7024 1.6587 -2.0337  -0.15
C -1.5972 1.0003 -0.7864  -0.25
N -2.8965 0.3597 -1.2700  -0.08
C -3.6763 -0.2517 -0.1067  -0.16
C -3.5417 -1.8898 -0.1826  -0.26
C -2.9405 -2.5977 -1.5705  -0.09
N -3.9203 -2.7690 0.8229  0.05
C -0.7181 0.0482 0.2172  -0.41
O -0.3209 0.5928 1.3988  -0.18
O -0.3480 -1.3587 -0.0025  -0.24
H 4.1357 1.9732 0.8124  0.06
H 3.7107 1.1211 -0.8514  0.06
H 2.3896 1.1948 0.6105  0.08
H 3.8219 -0.5384 1.9916  0.11
H 5.2278 -0.4759 0.6743  0.10
H 2.2328 -1.7564 0.1152  0.10
H 3.8365 -2.6680 0.5014  0.10
H 4.4772 -0.8134 -1.9427  0.10
H 4.4544 -2.7478 -1.8156  0.10
H 1.6935 -2.5870 -2.0887  0.12
H 2.7569 -2.0377 -3.5762  0.09
H 2.4844 0.4586 -3.0123  0.11
H 1.5509 0.0232 -1.4128  0.08
H -0.1930 -1.5450 -3.1150  0.10
H 0.6814 -0.6597 -4.5305  0.11
H -1.7711 0.3079 -3.6638  0.10
H -0.4049 1.4350 -4.3217  0.10
H -1.2805 2.6666 -2.3084  0.10
H 0.3711 2.0104 -1.6820  0.12
H -1.9365 1.9441 -0.1386  0.14
H -3.4934 1.0820 -1.7296  0.10
H -3.4135 0.2111 0.9380  0.13
H -4.8133 0.0143 -0.3115  0.12
H -3.7896 -2.5237 -2.3776  0.07
H -1.9762 -2.0211 -1.9441  0.04
H -2.5770 -3.7144 -1.3718  0.09
H -3.7192 -3.7411 0.4965  0.01
C -6.6022 4.4086 1.3210  -0.05
C -7.8856 4.9544 1.3046  -0.06
C -8.3982 5.4980 0.1257  0.00
C -7.6202 5.5071 -1.0384  -0.09
C -6.3281 4.9837 -1.0157  -0.08
C -5.8219 4.4225 0.1640  0.01
C -5.4803 5.0328 -2.2244  -0.28
O -4.3464 4.5700 -2.2062  0.10
C -6.0154 5.6550 -3.4519  -0.08
C -5.2021 5.7603 -4.5878  0.01
C -5.7046 6.3354 -5.7570  -0.06
C -7.0199 6.7971 -5.7982  -0.06
C -7.8305 6.6986 -4.6664  0.00
C -7.3236 6.1351 -3.4879  -0.09
C -8.1774 6.0680 -2.2854  -0.28
O -9.3320 6.4778 -2.3193  0.09
H -6.2061 3.9766 2.2373  0.11
H -8.4889 4.9550 2.2096  0.11
H -9.4029 5.9176 0.1190  0.12
H -4.8190 3.9997 0.1857  0.12
H -4.1751 5.3993 -4.5650  0.12
H -5.0698 6.4209 -6.6363  0.11
H -7.4139 7.2385 -6.7111  0.10
H -8.8548 7.0657 -4.7045  0.12
C 7.7279 6.5116 -0.4151  -0.06
C 8.9185 7.0833 0.0328  -0.06
C 9.7496 6.3748 0.9021  0.00
C 9.3830 5.0946 1.3349  -0.09
C 8.1808 4.5331 0.9064  -0.08
C 7.3566 5.2386 0.0200  0.01
C 7.7603 3.2042 1.3954  -0.27
O 6.7061 2.7087 1.0168  0.10
C 8.6238 2.4854 2.3534  -0.08
C 8.2097 1.2506 2.8698  0.02
C 9.0265 0.5578 3.7661  -0.05
C 10.2597 1.0901 4.1411  -0.06
C 10.6722 2.3226 3.6327  0.00
C 9.8478 3.0261 2.7445  -0.09
C 10.2769 4.3455 2.2402  -0.28
O 11.3586 4.8161 2.5729  0.09
H 7.0846 7.0599 -1.0998  0.11
H 9.2016 8.0806 -0.2963  0.10
H 10.6801 6.8253 1.2435  0.12
H 6.4231 4.8009 -0.3295  0.13
H 7.2497 0.8265 2.5796  0.12
H 8.7007 -0.3984 4.1698  0.11
H 10.8994 0.5473 4.8337  0.10
H 11.6342 2.7342 3.9338  0.12
C -0.5783 -11.5244 2.7064  -0.07
C -1.6392 -11.9779 1.9230  -0.07
C -2.6757 -11.1082 1.5800  0.00
C -2.6575 -9.7832 2.0322  -0.09
C -1.6093 -9.3367 2.8359  -0.08
C -0.5610 -10.2061 3.1643  0.00
C -1.6049 -7.9554 3.3595  -0.28
O -0.6827 -7.5613 4.0626  0.10
C -2.7315 -7.0594 3.0310  -0.09
C -2.7690 -5.7660 3.5680  0.02
C -3.8242 -4.9075 3.2517  -0.06
C -4.8372 -5.3336 2.3931  -0.08
C -4.8053 -6.6235 1.8611  0.00
C -3.7551 -7.4913 2.1888  -0.09
C -3.7491 -8.8655 1.6496  -0.28
O -4.6414 -9.2423 0.8986  0.09
H 0.2341 -12.1995 2.9661  0.10
H -1.6589 -13.0089 1.5767  0.10
H -3.4980 -11.4679 0.9637  0.12
H 0.2676 -9.8607 3.7801  0.12
H -1.9804 -5.4244 4.2366  0.12
H -3.8540 -3.9054 3.6740  0.11
H -5.6554 -4.6626 2.1408  0.10
H -5.6022 -6.9508 1.1954  0.12

***

net charge of number 1 (C56H49MgN6OP2S)?
+1